[1]
Below is a single C3H2N2O2S molecule, with properties calculated with ωB97M-V/def2-TZVPD.

XYZ file:
```
10
Properties=species:S:1:pos:R:3:forces:R:3
N 1.92483 -1.96773 0.19483 -8.8 5.6 0.1
C 0.87537 -1.24027 0.25763 8.6 -4.1 0.4
C 0.10962 -0.06531 0.87845 1.1 -3.0 -1.3
S 0.52854 0.37980 2.32228 0.6 0.8 1.4
O -1.03023 0.24387 0.32744 -2.9 2.3 -1.0
C -1.29602 0.73554 -0.96598 2.7 -2.6 -1.1
N -0.30099 0.37932 -1.81677 -5.5 2.1 1.9
O -0.89210 0.64766 -3.06724 4.1 -2.0 -3.5
H -2.42570 1.13953 -1.13865 3.2 -1.1 0.4
H -0.15304 0.19055 -3.76634 -3.1 2.1 2.8
```
Forces are in eV/Å.

Results
Net charge: 0
Multiplicity: 1
SMILES: N#CC(=S)O/C=N/O
E_HOMO: -9.666 eV
Gap between HOMO and LUMO: 8.32 eV
LUMO energy: -1.3 eV

Results of the Löwdin charge analysis, in e, for atoms 1 through 2: number 1, N, carries 0.128; number 2, C, carries -0.158



[2]
Below is a molecular structure, C3H2N2O2S, with properties calculated with ωB97M-V/def2-TZVPD.

XYZ file:
```
10
Properties=species:S:1:pos:R:3:forces:R:3
C 0.03709 -0.83493 -0.58912 -1.8 1.5 -0.5
C -0.67284 -1.53666 0.29687 -0.4 -2.9 0.0
C -1.28047 0.24330 0.71891 -2.1 -1.3 0.0
N -0.57014 0.41204 -0.37758 2.2 0.9 -1.0
N -2.04583 -0.18392 1.51426 0.8 0.9 -0.2
O 1.61945 1.02934 0.98782 0.9 1.9 -2.0
O 2.05970 1.97497 -1.37437 -0.3 -0.5 1.7
S 1.66357 2.13383 0.01451 -0.1 -1.2 0.7
H 0.76446 -1.02613 -1.40376 -0.6 0.1 0.9
H -1.57499 -2.21185 0.21246 1.4 0.8 0.4
```
Forces are in eV/Å.

Results
Net charge: 0
Multiplicity: 1
E_HOMO (alpha / beta): -9.153 / -9.153 eV
Gap between HOMO and LUMO (alpha / beta): 7.94 / 7.94 eV
LUMO energy (alpha / beta): -1.2 / -1.2 eV

Results of the Löwdin charge analysis, in e, for atoms 1 through 2: number 1, C, carries -0.150; number 2, C, carries 0.121



[3]
Below is a single C3H2N2O3 molecule, with properties calculated with ωB97M-V/def2-TZVPD.

XYZ file:
```
10
Properties=species:S:1:pos:R:3:forces:R:3
O -1.24795 2.15779 -0.24325 1.4 -6.3 3.1
C -1.03480 0.92762 0.16414 -1.3 3.8 -4.4
N -2.04618 -0.04988 0.33899 1.4 -2.3 -1.0
C -1.46091 -1.18698 -0.02120 0.6 4.5 1.8
O -0.13388 -1.34212 -0.24986 1.4 5.5 0.2
C 0.23236 0.10158 -0.07192 4.7 2.0 1.6
N 1.40216 0.77043 0.16327 -2.5 -3.9 -1.4
O 2.61970 -0.00868 0.09832 0.6 3.9 -1.3
H -1.66919 -2.14974 0.00842 -3.4 -4.1 0.1
H 3.33869 0.77998 -0.18691 -2.9 -3.1 1.3
```
Forces are in eV/Å.

Results
Net charge: 0
Multiplicity: 1
SMILES: O=C1N=CO/C1=N\O
E_HOMO: -10.558 eV
Gap between HOMO and LUMO: 9.18 eV
LUMO energy: -1.4 eV

Results of the Löwdin charge analysis, in e, for atoms 1 through 2: number 1, O, carries 0.036; number 2, C, carries -0.314



[4]
Below is a single C3H2N2O3 molecule, with properties calculated with ωB97M-V/def2-TZVPD.

XYZ file:
```
10
Properties=species:S:1:pos:R:3:forces:R:3
O -2.46026 1.05516 -0.15801 4.1 -3.0 1.2
C -1.63756 0.11314 0.04537 -2.7 6.2 -0.2
O -2.04237 -1.08586 0.01054 -1.0 -3.1 -0.5
C -0.12652 0.20057 0.28591 0.6 3.0 -1.7
N 0.65895 1.25042 0.10275 -0.2 -2.5 0.3
C 1.87360 0.57499 -0.13923 -1.5 1.1 1.2
N 1.82962 -0.72756 -0.23002 0.2 1.7 1.3
O 0.53939 -0.92493 0.17029 -1.8 -2.9 -0.9
H -1.30134 -1.61169 -0.29879 0.2 -1.0 0.3
H 2.66648 1.15576 0.21118 2.1 0.5 -1.1
```
Forces are in eV/Å.

Results
Net charge: 0
Multiplicity: 1
SMILES: O=C(O)c1ncno1
E_HOMO: -11.266 eV
Gap between HOMO and LUMO: 10.49 eV
LUMO energy: -0.8 eV

Results of the Löwdin charge analysis, in e, for atoms 1 through 2: number 1, O, carries 0.099; number 2, C, carries -0.431



[5]
Below is a molecular structure, C3H2N2O3, with properties calculated with ωB97M-V/def2-TZVPD.

XYZ file:
```
10
Properties=species:S:1:pos:R:3:forces:R:3
C -0.64621 -0.55135 0.10805 -1.5 -1.9 0.5
C 1.69321 0.28765 -0.08104 1.6 -4.3 -0.6
C -0.44165 0.88873 0.14983 -0.7 0.6 -2.6
H -2.81133 -0.47634 0.36546 4.7 -2.5 -2.3
H 2.70933 0.47463 -0.29001 0.9 1.4 -0.1
N 0.24591 -1.45705 0.11138 0.6 -0.3 -0.7
N 1.52784 -1.04107 -0.16559 -0.3 4.0 1.3
O -1.86353 -1.09321 -0.13507 -4.7 3.4 2.8
O 0.85351 1.29980 0.14216 0.5 -1.1 0.6
O -1.26708 1.66822 -0.20517 -1.1 0.7 1.1
```
Forces are in eV/Å.

Results
Net charge: 0
Multiplicity: 1
E_HOMO: -9.844 eV
Gap between HOMO and LUMO: 9.19 eV
LUMO energy: -0.7 eV

Results of the Löwdin charge analysis, in e, for atoms 1 through 2: number 1, C, carries -0.367; number 2, C, carries -0.150



[6]
Below is a single C3H2N2O3S molecule, with properties calculated with ωB97M-V/def2-TZVPD.

XYZ file:
```
11
Properties=species:S:1:pos:R:3:forces:R:3
C 0.32392 0.46053 0.24640 0.8 5.2 -0.3
C -2.77417 1.08801 1.45429 2.8 1.1 -1.3
C -3.47208 0.01226 1.50138 -1.2 -1.4 0.8
N 0.24548 -0.62900 -0.17622 -0.5 -2.8 -0.5
N 0.04737 -1.81068 -0.18911 0.7 -1.3 0.9
O -4.20342 -0.87908 1.76285 1.1 1.2 -0.7
O -0.80678 2.78470 1.06910 0.5 0.1 0.6
O -1.84006 1.77158 -0.90317 0.5 -0.5 0.2
S -1.52764 1.70057 0.50105 -3.5 -0.5 0.4
H 1.05237 1.29979 0.00273 -0.8 -1.5 0.7
H -0.21645 -2.26687 -1.04281 -0.5 0.4 -0.9
```
Forces are in eV/Å.

Results
Net charge: 0
Multiplicity: 1
E_HOMO (alpha / beta): -9.334 / -9.334 eV
Gap between HOMO and LUMO (alpha / beta): 7.10 / 7.10 eV
LUMO energy (alpha / beta): -2.2 / -2.2 eV

Results of the Löwdin charge analysis, in e, for atoms 1 through 2: number 1, C, carries 0.008; number 2, C, carries -0.165



We obtain energy relative to the best compared isomer or geometry (same formula, charge and spin) values of 163.4 178.6 142.8 86.5 104.8 124.6 kcal/mol for the records listed above, in that order.
We obtain E_tot values of -21047.64850 -21046.98803 -12260.79049 -12263.23255 -12262.43909 -23094.20397 eV for the records listed above, in that order.
We obtain largest force on an atom values of 0.203 0.057 0.139 0.131 0.125 0.102 hartree/bohr for the records listed above, in that order.